Record 1
Here is an isolated molecule of C2H5BO in a non-equilibrium geometry from the Open Molecules 2025 dataset. Energies are from ωB97M-V/def2-TZVPD.

XYZ file:
```
9
Properties=species:S:1:pos:R:3:forces:R:3:lowdin_charge:R:1
H -0.63784 -1.15790 -0.96040 -0.3173 -0.8321 -0.9329 0.0871
C -1.64449 0.32834 0.07516 6.4124 4.5060 2.6221 -0.4111
H 1.21076 0.56440 -1.47277 -0.4690 -0.2791 0.4736 0.0260
H -0.58897 -1.12649 0.83480 0.9779 -0.0493 -1.2975 0.1316
H 1.77021 0.48003 0.42326 -0.4021 -0.2754 0.5005 0.0120
H -1.49019 1.15042 0.81599 -0.4928 -0.3456 -0.3169 0.1615
B 0.89894 0.20591 -0.34373 0.2617 0.9634 -1.2336 0.0270
O -2.72550 0.08121 -0.32799 -7.3179 -1.6158 -2.7103 0.1999
C -0.48794 -0.50951 -0.13922 1.3471 -2.0722 2.8951 -0.2340
```
Forces are in eV/Å.

Results
- E_HOMO (spin up / spin down): -5.94 / -11.23 eV
- Net charge: 0
- Gap between HOMO and LUMO (spin up / spin down): 6.13 / 8.54 eV
- Spin multiplicity: 3

=====

Record 2
Here is a cluster of 2 separate species, CH3Cl2OPS in total in a non-equilibrium geometry from the Open Molecules 2025 dataset. Energies are from ωB97M-V/def2-TZVPD.

XYZ file:
```
9
Properties=species:S:1:pos:R:3:forces:R:3:lowdin_charge:R:1
H 0.43159 0.92806 0.12176 0.0122 0.0716 -0.0483 0.0039
O -0.45951 -0.70652 -2.49096 0.2015 0.7027 -0.6194 -0.6390
C -0.36162 0.52150 0.72737 0.2348 -2.9567 -0.9965 -0.6536
Cl -0.74200 -3.59557 -2.50043 -0.0542 0.0527 0.0759 0.0943
Cl -0.13729 0.67547 2.40683 0.0683 0.1448 0.4671 0.5252
H -1.37381 0.68446 0.39916 -0.0973 0.1284 -0.0439 -0.0076
H 1.10515 -1.68744 -0.52831 0.2092 0.0084 -0.2759 -0.1518
P -0.08849 -2.00660 0.13197 -0.8348 2.4308 0.6710 0.6069
S -1.22505 -1.68261 -1.74478 0.2603 -0.5827 0.7699 0.2217
```
Forces are in eV/Å.

Results
- E_HOMO: -9.22 eV
- Net charge: 0
- Gap between HOMO and LUMO: 8.21 eV
- Spin multiplicity: 1

=====

Record 3
Here is a structure of composition C28H21F5N3O3S2Ta from the Open Molecules 2025 dataset. Energies are from ωB97M-V/def2-TZVPD.

XYZ file:
```
63
Properties=species:S:1:pos:R:3:forces:R:3:lowdin_charge:R:1
H -4.60826 -0.43201 1.18443 -0.0368 -0.0312 -0.0288 0.1323
C 3.06756 -1.56028 -0.98243 -0.2407 -0.2833 -0.0686 -0.4477
F -0.38661 -1.56254 0.65573 -0.2411 0.0929 0.3014 -0.0599
F -2.52325 -2.93065 1.72281 -0.0197 -0.0372 -0.0421 0.1704
C 2.64997 1.68112 -2.32915 0.1660 -0.0221 0.0464 -0.0759
H -2.52119 1.93634 4.06090 0.0087 0.0346 0.0617 0.1313
H -3.43512 -1.16827 -0.78898 -0.0411 0.0247 -0.0131 0.1247
C 0.35977 -0.99798 2.82312 -0.2038 -0.0984 0.0698 -0.4479
N 1.94699 -2.12191 -0.45138 0.0699 -0.6099 -0.0937 -0.1557
N -0.48727 1.20132 0.01907 -0.2236 -0.2723 -0.1501 -0.0830
H 3.54262 1.08204 -2.38324 0.0169 0.0025 -0.0246 0.1176
C 3.50959 -2.16027 -2.24933 0.2046 0.0908 -0.0285 -0.1231
S 1.04645 -2.62068 -1.75624 0.0749 0.3630 0.0329 0.8003
C -1.60386 1.06947 0.94478 0.0173 -0.0431 -0.0943 -0.1977
C 2.40613 -2.78773 -2.84174 -0.0320 -0.0378 -0.1152 -0.2126
C -1.51578 1.69432 2.18967 -0.1016 -0.1026 0.0550 -0.1858
O 0.37729 -1.25723 -1.91170 -0.0873 -0.2217 0.1147 -0.3841
H -4.54061 1.05433 -1.34195 -0.0259 -0.0115 0.0112 0.0894
C 1.07217 3.25864 -2.58257 0.0387 -0.2256 0.3192 0.0592
H -3.77287 0.30765 -2.74228 -0.0045 -0.0215 -0.0466 0.0848
F 1.03421 -0.44569 5.00401 0.0213 0.0216 0.0489 0.1383
C -0.41022 2.64237 2.57506 0.1534 -0.0889 0.0004 -0.2167
H 1.60207 -3.88430 -4.51386 -0.0415 -0.0226 -0.0003 0.1421
O 0.20880 -3.74301 -1.62864 -0.0922 -0.0245 -0.0064 -0.1606
C -0.57500 -1.64995 2.04174 0.0178 -0.0357 0.1348 -0.1706
C 2.46329 -3.40875 -4.06746 0.1511 0.0428 -0.0603 0.0225
H -2.99488 1.65486 -1.91968 0.0280 0.0425 0.0033 0.0657
H 5.59086 -1.65587 -2.46050 0.0289 0.0103 0.0102 0.1427
C -2.70988 0.31486 0.54202 -0.0728 -0.0127 0.1952 -0.1906
H -0.09606 4.76476 2.87321 0.0367 0.0313 0.0092 0.0860
C -3.65460 0.69872 2.73341 0.0080 0.0170 0.0141 -0.0329
C -2.86869 -0.23739 -0.84881 0.1180 -0.1482 -0.0172 -0.1965
C -1.65720 -2.34904 2.52821 0.2424 0.2164 0.0555 -0.1371
H 0.47756 2.49133 1.95542 -0.0647 0.0361 0.0475 0.0674
C 4.80716 -2.76932 -4.14308 0.0263 0.0749 0.1167 0.0039
C 3.70457 -3.39244 -4.71100 -0.1633 -0.0429 0.0326 0.0057
C -2.56230 1.47351 3.08400 0.0618 -0.0030 -0.0721 -0.0140
C -0.89257 -1.76227 4.74764 0.0832 0.0629 -0.3172 -0.1171
S 1.69535 -0.09930 2.10559 0.0651 0.1225 -0.0194 0.8351
H -4.45671 0.54592 3.44248 -0.0226 -0.0037 0.0175 0.1230
N 1.67500 1.40212 -1.39110 0.0630 0.3917 -0.0760 -0.1337
H -1.90492 -0.50216 -1.29012 -0.0129 0.0173 0.0324 0.0743
H -1.05309 4.39193 1.44412 -0.0216 -0.0093 -0.0511 0.0702
H 0.51952 4.11476 -2.93165 -0.0331 0.0416 -0.0110 0.1358
C 0.18497 -1.06301 4.20389 -0.1666 -0.1315 -0.1995 -0.2158
C 0.70039 2.40562 -1.56320 -0.2874 0.0770 0.0162 -0.2688
C -0.42608 2.27091 -0.72897 0.1556 0.2228 -0.2417 -0.0064
Ta 1.17174 -0.14029 -0.19312 0.0238 0.1254 0.1600 1.7543
O 3.31213 -0.41925 -0.50545 0.3111 0.1894 -0.0364 -0.0621
H 5.75129 -2.78810 -4.66872 0.0280 0.0126 -0.0024 0.1327
H -1.21402 3.01723 -0.66953 0.0212 -0.0306 -0.0746 0.1647
F -2.83016 -3.04399 4.42801 -0.0531 -0.0385 0.0395 0.1879
H -0.10160 2.42545 3.60088 -0.0248 0.0179 0.0047 0.1213
H -1.77831 4.26611 3.03651 -0.0205 0.0000 0.0467 0.0852
F -1.05880 -1.80532 6.04991 0.0077 -0.0053 0.0935 0.1834
H 2.90275 3.22239 -3.85206 0.0492 0.0114 -0.0531 0.1233
C -3.58502 0.74941 -1.76619 -0.0579 0.0542 -0.0531 -0.0597
C -0.85969 4.09916 2.47723 -0.0002 0.0786 -0.0022 -0.0623
C 4.72671 -2.12823 -2.90583 -0.1177 -0.0172 0.0212 0.0483
C -1.80743 -2.40134 3.91483 0.1748 0.1473 -0.1053 -0.1124
C -3.73713 0.14409 1.46628 0.1204 0.0021 -0.0608 -0.0179
H 3.80703 -3.87852 -5.67090 -0.0143 -0.0162 -0.0200 0.1339
C 2.31526 2.78636 -3.06415 -0.0683 -0.0269 0.0733 -0.0093
```
Forces are in eV/Å.

Results
- E_HOMO: -14.28 eV
- Net charge: +2
- Gap between HOMO and LUMO: 6.30 eV
- Spin multiplicity: 1

=====

Record 4
Here is a structure of composition C15H15N3OsP in a non-equilibrium geometry from the Open Molecules 2025 dataset. Energies are from ωB97M-V/def2-TZVPD.

XYZ file:
```
35
Properties=species:S:1:pos:R:3:forces:R:3:lowdin_charge:R:1
C 0.70095 -0.32204 5.01861 0.1110 -0.1359 -0.2492 0.0012
C -0.23937 1.11646 6.72285 0.0143 0.6484 2.8256 -0.1651
C 0.94285 -1.46964 0.83013 -0.5112 1.1862 0.1636 0.0098
H 1.73109 -1.97504 1.37973 -0.4923 -0.1159 -0.0888 0.1356
H -2.13625 -0.74835 -5.49551 0.8299 -0.9612 0.0245 0.1212
P -0.18847 3.22164 -2.23887 -0.8292 2.9519 -1.7679 0.4988
C -0.87079 1.41835 4.34965 0.0990 -0.1721 -0.2549 0.0079
C -1.18723 -1.15514 -5.08383 0.3936 1.5416 1.4092 -0.0479
H 1.25267 -0.81803 5.81842 -0.1660 0.1276 -0.2806 0.1352
C 0.62083 -1.55981 -0.51409 -0.9236 0.9684 -0.1751 -0.0929
C -0.44420 -0.33956 -4.14256 3.9200 -0.9220 1.4761 -0.1298
N -0.29922 -0.58628 -0.84800 0.1136 0.0610 1.0467 -0.0833
H -0.73123 -3.11759 -6.02332 0.2942 0.2791 0.8604 0.1018
C 0.72410 -2.32836 -4.40756 -2.2091 -2.3450 -3.6308 -0.0863
H -1.27927 1.51208 2.21141 0.2239 0.0131 0.6762 0.1045
C 0.81321 -1.05220 -3.83678 -2.9206 2.9911 0.1884 -0.1369
C -0.15824 0.73583 5.34672 0.0413 0.0362 -0.5242 -0.2188
H 0.89808 -2.28013 -1.27008 0.3344 0.1336 0.1644 0.1130
Os 0.26240 1.42605 -1.07394 2.5443 -0.2588 -1.5630 0.9520
N 0.21922 -0.43308 1.36968 0.2878 0.0711 -2.1238 -0.0216
C -0.73340 1.01884 3.02278 0.1617 -0.1514 0.1616 -0.0014
H -1.27632 4.11138 -1.91749 0.7864 -0.3915 -0.0392 -0.0733
H 1.47362 -3.13871 -4.34087 -0.5933 0.6389 -0.1128 0.1110
C 0.85718 -0.72519 3.69578 -0.4609 0.4318 -0.0071 0.0189
H -1.52221 2.25939 4.58522 0.1970 -0.2869 0.1032 0.1329
H 1.71594 -0.69137 -3.31694 -0.8009 -0.0174 -0.0817 0.0937
N -0.23183 1.37603 7.86489 -0.1066 -0.5294 -2.6232 0.1810
H -0.58314 0.59157 -3.55861 -0.7144 -0.5639 -1.2227 -0.0015
H -0.41101 3.13744 -3.65185 0.0540 -0.1488 0.5753 -0.0779
C -0.46019 -2.36827 -5.26133 1.8475 -0.6890 0.7846 -0.0896
H 0.96041 4.07979 -2.28872 -0.5866 0.0082 0.0293 -0.0894
C 0.11754 -0.04638 2.70721 0.2828 0.0007 1.0116 -0.1993
C -0.52761 0.23892 0.27882 -1.0449 -4.7777 3.6118 -0.4294
H 1.52851 -1.54796 3.43453 -0.3109 0.3504 0.2302 0.1139
H -1.53860 0.45935 0.63395 0.1339 0.0273 -0.5974 0.1122
```
Forces are in eV/Å.

Results
- E_HOMO (spin up / spin down): -10.60 / -10.50 eV
- Net charge: +1
- Gap between HOMO and LUMO (spin up / spin down): 5.89 / 4.64 eV
- Spin multiplicity: 5

=====

Sequential relative energy (zero: lowest compared OMol25 entry of this formula, charge and spin) output: 1.769; 5.366; 0.000; 2.869 eV